Entry from the Open Molecules 2025 dataset: a cluster of 2 separate species, C16H31FIN3O4 in total in a non-equilibrium geometry (ωB97M-V/def2-TZVPD).

Output
Strongest force on any atom, eV/Å: 1.50
DFT total energy, Ha: -1490.84764

Each line ends with the natural charge from an NBO analysis.
Atoms and positions in Å:
C  -1.2412  2.0481  2.3387  -0.66
C  -2.1874  1.1171  1.5837  -0.06
O  -1.6076  0.4749  0.4191  -0.48
C  -1.4421  1.2653  -0.6350  0.38
C  -0.4432  2.1099  -0.9463  0.35
O  0.6824  2.3782  -0.2619  -0.49
C  1.7136  1.4104  -0.6056  -0.08
C  3.0304  1.7694  0.0455  -0.24
N  3.6840  0.5146  0.4525  -0.62
C  5.1330  0.6694  0.6351  -0.24
C  5.6609  -0.1540  1.8157  0.09
C  4.6971  -0.1766  2.9809  -0.64
O  6.8995  0.4253  2.2189  -0.72
N  -0.7340  2.6920  -2.1515  -0.49
I  0.3560  4.0484  -3.1814  0.45
C  -1.9002  2.1843  -2.5825  0.23
N  -2.3347  1.3199  -1.7051  -0.28
C  -3.6264  0.5901  -2.0300  -0.23
C  -4.1997  -0.2598  -0.9348  -0.42
C  -3.7175  -1.7241  -0.9261  -0.40
C  -2.3807  -1.9966  -1.6065  -0.42
C  -1.8623  -3.3868  -1.2227  -0.05
O  -0.8542  -3.2712  -0.2356  -0.55
C  -0.9165  -4.2577  0.7638  -0.24
H  -0.2260  2.0017  1.9792  0.24
H  -1.2977  1.8035  3.3923  0.22
H  -1.6219  3.0605  2.2665  0.21
H  -3.0703  1.6593  1.2545  0.18
H  -2.5525  0.3118  2.2037  0.20
H  1.8085  1.2950  -1.6838  0.18
H  1.3861  0.4536  -0.2005  0.20
H  2.8534  2.3988  0.9123  0.21
H  3.6770  2.2804  -0.6712  0.17
H  3.5199  -0.1535  -0.2889  0.35
H  5.6369  0.2836  -0.2526  0.19
H  5.4337  1.7007  0.7814  0.21
H  5.8294  -1.1887  1.5157  0.16
H  5.1185  -0.7368  3.8144  0.20
H  4.4894  0.8320  3.3341  0.20
H  3.7614  -0.6520  2.7253  0.24
H  6.8934  0.4776  3.1764  0.47
H  -2.3841  2.4522  -3.4999  0.25
H  -4.3509  1.3446  -2.2990  0.26
H  -3.4609  0.0244  -2.9320  0.29
H  -5.2646  -0.2812  -1.1230  0.28
H  -4.0806  0.1721  0.0542  0.18
H  -3.6862  -2.1017  0.0935  0.19
H  -4.4552  -2.3137  -1.4607  0.23
H  -1.5932  -1.3080  -1.3049  0.20
H  -2.4618  -1.9505  -2.6876  0.21
H  -1.5126  -3.9344  -2.0998  0.17
H  -2.7080  -3.9556  -0.8367  0.16
H  -1.9358  -4.4549  1.0947  0.17
H  -0.4458  -5.1945  0.4584  0.16
H  -0.3609  -3.8814  1.6178  0.18
F  -5.3478  -0.2349  -3.5627  -0.95



Entry from the Open Molecules 2025 dataset: a cluster of 2 separate species, C16H31FN3O5 in total in a non-equilibrium geometry (ωB97M-V/def2-TZVPD).

Output
Strongest force on any atom, eV/Å: 2.47
Net charge: +1
DFT total energy, Ha: -1268.25701

Each line ends with the natural charge from an NBO analysis.
Atoms and positions in Å:
N  -3.4808  0.7555  3.4847  -0.83
C  -2.3709  0.6807  2.5584  -0.04
N  -2.7738  1.2134  1.2511  -0.51
C  -1.7285  1.1543  0.2307  -0.26
C  -1.7850  -0.1254  -0.5849  0.06
F  -2.7472  -0.0397  -1.5668  -0.35
C  -3.3616  2.5000  1.3294  0.92
O  -3.2039  3.2708  2.2173  -0.55
O  -4.0876  2.7792  0.2142  -0.55
C  -5.5059  2.8429  0.4270  -0.09
C  -6.1040  1.5201  0.8785  -0.13
O  -6.6644  0.8718  -0.2819  -0.50
C  -7.0085  -0.4036  -0.1076  0.65
O  -6.9660  -0.9925  0.9268  -0.58
H  -3.1536  0.9214  4.4280  0.38
H  -3.9873  -0.1234  3.5010  0.37
H  -1.4849  1.2050  2.9450  0.17
H  -2.0721  -0.3631  2.3798  0.16
H  -0.7371  1.2297  0.7090  0.17
H  -1.8470  2.0007  -0.4513  0.24
H  -0.8177  -0.3283  -1.0632  0.13
H  -2.0407  -0.9722  0.0609  0.17
H  -5.7481  3.6491  1.1268  0.20
H  -5.9307  3.1099  -0.5420  0.22
H  -5.3582  0.8576  1.3203  0.22
H  -6.8973  1.6792  1.6144  0.20
H  -7.3409  -0.8440  -1.0569  0.12
C  3.8342  0.9529  0.0282  -0.63
C  3.6974  -0.5324  0.3951  0.10
C  5.0314  -1.2899  0.2268  -0.41
C  5.4761  -1.4632  -1.2198  -0.42
C  4.4029  -2.1345  -2.0672  -0.41
C  3.0274  -1.4371  -2.0204  0.10
N  2.7489  -1.2803  -0.5329  0.36
O  2.1118  -2.1573  -0.0296  -0.12
C  3.0519  -0.0927  -2.7568  -0.63
C  1.9372  -2.2986  -2.6328  -0.63
C  3.1704  -0.6381  1.8171  -0.63
H  4.1596  1.4897  0.9162  0.25
H  4.5708  1.1382  -0.7470  0.23
H  2.8840  1.3857  -0.2842  0.23
H  4.9341  -2.2706  0.7021  0.23
H  5.7688  -0.7251  0.7988  0.26
H  5.7636  -0.5038  -1.6536  0.22
H  6.3734  -2.0821  -1.2376  0.26
H  4.6911  -2.1573  -3.1186  0.26
H  4.2741  -3.1718  -1.7442  0.23
H  2.1479  0.4850  -2.5625  0.23
H  3.0876  -0.3032  -3.8234  0.25
H  3.9137  0.5215  -2.5223  0.23
H  1.9211  -3.3113  -2.2337  0.24
H  2.1176  -2.3706  -3.7031  0.25
H  0.9505  -1.8580  -2.4844  0.24
H  2.1900  -0.1692  1.9105  0.24
H  3.8664  -0.1088  2.4642  0.25
H  3.1001  -1.6660  2.1663  0.24



Number 1: HOMO -0.261 Ha. Number 2: HOMO -0.421 Ha.